# 1
180
Properties=species:S:1:pos:R:3 method="wB97M-V/def2-TZVPD" smiles=CC1(C)CCCC(C)(C)N1O.CC1(C)CCCC(C)(C)N1O.CC1(C)CCCC(C)(C)N1O.CC1(C)CCCC(C)(C)N1O.CC1(C)CCCC(C)(C)N1O.CC1(C)CCCC(C)(C)N1O homo_energy_ev=-7.9 charge=0 e_lumo_ev=0.4205 orbital_gap_ev=8.36
C 4.404 6.359 -2.004
C 3.582 5.271 -1.260
C 2.128 5.204 -1.838
C 4.353 3.939 -1.561
C 3.828 2.786 -0.647
C 4.103 3.247 0.790
C 3.503 4.596 1.209
C 1.993 4.315 1.444
C 4.245 5.100 2.525
N 3.722 5.618 0.188
O 3.190 6.909 0.532
H 4.699 6.062 -3.011
H 3.765 7.230 -2.146
H 5.292 6.500 -1.388
H 1.922 5.697 -2.788
H 1.770 4.207 -2.098
H 1.473 5.722 -1.137
H 4.111 3.642 -2.581
H 5.440 3.993 -1.490
H 2.741 2.699 -0.670
H 4.328 1.827 -0.786
H 5.149 3.542 0.711
H 3.970 2.314 1.339
H 1.644 5.181 2.005
H 1.645 3.456 2.019
H 1.435 4.132 0.525
H 4.066 4.461 3.390
H 3.830 6.082 2.750
H 5.314 5.223 2.353
H 3.953 7.490 0.489
C -1.387 -2.946 0.619
C -0.975 -1.389 0.540
C -2.243 -0.605 0.272
C -0.441 -1.152 1.976
C 0.381 0.094 2.034
C 1.527 0.111 1.007
C 0.865 -0.081 -0.405
C 0.067 1.217 -0.887
C 2.007 -0.280 -1.450
N 0.107 -1.280 -0.478
O -0.297 -1.615 -1.746
H -0.916 -3.541 1.401
H -2.444 -3.091 0.842
H -1.268 -3.517 -0.303
H -2.250 0.478 0.391
H -2.562 -0.720 -0.764
H -3.050 -1.020 0.875
H -1.262 -1.244 2.688
H 0.213 -1.993 2.207
H -0.232 0.945 1.738
H 0.705 0.290 3.056
H 2.172 -0.760 1.117
H 2.105 1.006 1.237
H -0.386 1.022 -1.859
H 0.601 2.155 -1.037
H -0.753 1.589 -0.273
H 2.437 -1.269 -1.290
H 2.833 0.414 -1.292
H 1.828 -0.001 -2.488
H 0.247 -2.345 -2.049
C -6.166 5.374 -1.736
C -5.279 4.010 -1.896
C -3.956 4.218 -2.607
C -4.906 3.640 -0.364
C -4.608 2.228 -0.155
C -5.837 1.455 -0.623
C -6.188 1.634 -2.102
C -5.140 0.805 -3.045
C -7.631 1.182 -2.251
N -6.146 3.034 -2.572
O -6.207 3.265 -3.937
H -5.780 6.184 -1.115
H -6.649 5.642 -2.675
H -7.018 5.333 -1.056
H -4.180 4.561 -3.617
H -3.245 4.957 -2.238
H -3.491 3.234 -2.663
H -3.901 3.976 -0.108
H -5.700 3.960 0.310
H -3.782 1.935 -0.804
H -4.310 2.004 0.869
H -6.752 1.563 -0.041
H -5.597 0.393 -0.569
H -4.100 1.101 -2.910
H -5.302 1.059 -4.092
H -5.126 -0.253 -2.784
H -7.779 0.141 -1.965
H -8.054 1.176 -3.256
H -8.315 1.825 -1.697
H -7.112 3.552 -4.078
C 5.295 -7.609 1.573
C 3.821 -7.823 0.976
C 3.784 -8.901 -0.164
C 2.973 -8.267 2.257
C 2.531 -7.269 3.268
C 1.722 -6.188 2.566
C 2.594 -5.573 1.446
C 1.712 -4.649 0.600
C 3.687 -4.633 1.955
N 3.102 -6.589 0.524
O 3.882 -5.989 -0.497
H 5.712 -8.407 2.187
H 5.861 -7.267 0.707
H 5.217 -6.633 2.054
H 2.762 -9.198 -0.400
H 4.200 -8.534 -1.102
H 4.407 -9.752 0.110
H 2.004 -8.619 1.903
H 3.355 -9.126 2.809
H 2.093 -7.710 4.163
H 3.403 -6.729 3.637
H 1.507 -5.576 3.442
H 0.687 -6.400 2.301
H 2.053 -4.062 -0.253
H 1.028 -4.010 1.158
H 0.963 -5.257 0.093
H 4.073 -4.885 2.943
H 3.295 -3.619 2.026
H 4.442 -4.460 1.188
H 3.231 -5.691 -1.137
C 2.120 -1.564 10.370
C 1.470 -1.171 9.029
C -0.060 -1.350 9.226
C 1.893 0.328 8.817
C 1.492 0.887 7.451
C 2.171 0.002 6.425
C 1.800 -1.530 6.517
C 0.429 -1.766 5.921
C 2.786 -2.068 5.546
N 2.030 -1.982 7.909
O 1.768 -3.347 8.002
H 1.811 -0.825 11.109
H 2.136 -2.636 10.567
H 3.168 -1.268 10.431
H -0.560 -0.503 8.756
H -0.484 -2.302 8.906
H -0.232 -1.467 10.296
H 1.671 0.886 9.727
H 2.980 0.410 8.835
H 0.406 0.895 7.352
H 1.692 1.955 7.372
H 3.240 0.110 6.610
H 1.814 0.407 5.478
H 0.291 -2.847 5.905
H 0.465 -1.361 4.909
H -0.359 -1.273 6.490
H 2.652 -3.146 5.454
H 3.835 -1.963 5.825
H 2.796 -1.769 4.498
H 2.615 -3.772 8.154
C -2.995 1.377 -9.517
C -3.502 1.548 -8.056
C -4.483 2.806 -8.147
C -4.369 0.389 -7.683
C -3.588 -0.790 -7.112
C -2.600 -0.467 -6.084
C -1.635 0.593 -6.442
C -0.890 1.084 -5.189
C -0.606 0.044 -7.479
N -2.445 1.719 -7.015
O -1.720 2.956 -7.208
H -2.074 1.949 -9.629
H -2.632 0.354 -9.621
H -3.753 1.562 -10.278
H -4.958 2.925 -7.173
H -3.939 3.697 -8.460
H -5.284 2.515 -8.827
H -5.186 0.693 -7.028
H -4.915 -0.019 -8.533
H -4.227 -1.579 -6.715
H -2.987 -1.165 -7.941
H -2.139 -1.373 -5.690
H -3.173 -0.208 -5.194
H 0.079 1.552 -5.361
H -0.759 0.294 -4.450
H -1.358 2.036 -4.938
H -0.182 0.837 -8.094
H -0.849 -0.802 -8.122
H 0.262 -0.338 -6.942
H -1.302 2.803 -8.058

=====

# 2
187
Properties=species:S:1:pos:R:3 method="wB97M-V/def2-TZVPD" homo_energy_ev=-18.7 charge=+5 e_lumo_ev=-9.4839 orbital_gap_ev=9.25
C 0.657 4.180 0.660
C 1.581 5.453 0.780
C 1.314 6.266 2.053
C 1.724 5.502 3.377
N 1.498 6.246 4.728
C 1.796 5.304 5.916
C 3.272 5.348 5.954
C 3.735 6.575 5.221
C 2.515 7.375 4.947
C 0.148 6.862 4.724
H -0.400 4.416 0.778
H 1.003 3.379 1.314
H 0.780 3.738 -0.329
H 1.404 6.074 -0.099
H 2.566 5.001 0.663
H 0.260 6.540 2.096
H 1.883 7.194 1.993
H 2.732 5.096 3.296
H 1.087 4.618 3.387
H 1.339 5.669 6.836
H 1.458 4.304 5.644
H 3.638 5.270 6.978
H 3.700 4.499 5.420
H 4.573 7.139 5.630
H 4.227 6.307 4.286
H 2.231 7.897 5.861
H 2.528 8.144 4.175
H -0.660 6.132 4.782
H 0.007 7.609 3.943
H 0.116 7.429 5.654
C 0.362 0.541 2.826
C 1.912 0.635 3.031
C 2.454 -0.531 3.958
C 2.178 -0.437 5.448
N 1.901 -1.786 6.173
C 1.637 -1.658 7.654
C 3.020 -1.407 8.227
C 3.937 -2.249 7.413
C 3.168 -2.616 6.169
C 0.767 -2.580 5.498
H -0.019 1.486 2.440
H -0.079 0.406 3.813
H -0.016 -0.160 2.082
H 2.126 1.622 3.440
H 2.540 0.482 2.153
H 3.528 -0.619 3.798
H 2.176 -1.462 3.464
H 1.244 0.111 5.576
H 2.990 0.114 5.923
H 1.328 -2.643 8.004
H 0.959 -0.804 7.675
H 2.952 -1.641 9.289
H 3.243 -0.345 8.122
H 4.144 -3.123 8.031
H 4.945 -1.860 7.269
H 2.783 -3.616 6.373
H 3.741 -2.562 5.243
H 0.642 -3.527 6.023
H 0.981 -2.686 4.434
H -0.171 -2.055 5.677
C -9.851 1.219 -3.248
C -8.690 1.829 -4.034
C -7.301 1.318 -3.545
C -6.935 2.037 -2.164
N -5.480 1.704 -1.772
C -5.125 2.581 -0.451
C -3.622 2.712 -0.431
C -3.269 2.797 -1.888
C -4.406 2.247 -2.746
C -5.322 0.150 -1.530
H -9.662 0.164 -3.052
H -10.871 1.354 -3.610
H -9.694 1.556 -2.224
H -8.797 2.914 -4.000
H -8.812 1.534 -5.076
H -6.674 1.780 -4.307
H -7.151 0.240 -3.615
H -7.607 1.607 -1.421
H -7.003 3.113 -2.329
H -5.498 2.032 0.414
H -5.543 3.586 -0.496
H -3.218 1.867 0.126
H -3.206 3.587 0.069
H -2.422 2.156 -2.133
H -3.009 3.814 -2.180
H -4.088 1.512 -3.486
H -4.902 3.068 -3.262
H -4.251 0.027 -1.372
H -5.544 -0.327 -2.484
H -5.932 -0.163 -0.682
C -4.647 -0.659 2.258
C -3.211 -1.182 2.427
C -2.958 -2.581 1.805
C -1.538 -3.056 1.794
N -1.243 -4.490 1.280
C -1.810 -5.530 2.313
C -0.548 -6.187 2.987
C 0.457 -6.158 1.824
C 0.293 -4.746 1.253
C -1.893 -4.759 -0.119
H -4.926 0.179 2.896
H -5.322 -1.502 2.405
H -4.827 -0.422 1.210
H -2.849 -1.072 3.450
H -2.559 -0.447 1.956
H -3.362 -2.567 0.792
H -3.643 -3.180 2.405
H -1.154 -2.930 2.806
H -1.032 -2.357 1.128
H -2.441 -6.148 1.675
H -2.467 -5.064 3.048
H -0.852 -7.197 3.262
H -0.213 -5.773 3.938
H 0.301 -6.887 1.029
H 1.482 -6.205 2.191
H 0.751 -4.630 0.271
H 0.742 -3.985 1.892
H -1.720 -5.781 -0.455
H -1.356 -4.072 -0.773
H -2.965 -4.580 -0.034
C 4.967 2.827 -0.895
C 3.984 1.913 -0.132
C 3.771 0.656 -0.901
C 5.071 -0.077 -1.399
N 4.856 -1.356 -2.224
C 6.173 -1.935 -2.718
C 5.764 -3.062 -3.776
C 4.439 -2.566 -4.382
C 4.106 -1.286 -3.530
C 4.323 -2.379 -1.237
H 4.893 3.915 -0.888
H 5.112 2.594 -1.950
H 5.990 2.681 -0.550
H 3.067 2.449 0.113
H 4.476 1.620 0.795
H 3.131 0.828 -1.766
H 3.213 0.021 -0.212
H 5.858 -0.218 -0.658
H 5.621 0.513 -2.132
H 6.836 -2.220 -1.902
H 6.665 -1.086 -3.193
H 5.803 -4.008 -3.237
H 6.596 -3.107 -4.478
H 3.637 -3.297 -4.272
H 4.601 -2.534 -5.459
H 3.044 -1.077 -3.403
H 4.571 -0.416 -3.995
H 4.348 -3.395 -1.631
H 3.286 -2.105 -1.044
H 4.822 -2.289 -0.272
C -3.610 -3.036 -3.548
C -2.931 -3.307 -4.829
C -1.944 -2.252 -5.293
C -1.034 -2.706 -6.481
N 0.036 -1.639 -7.012
C 0.920 -2.278 -8.141
C 2.277 -1.569 -8.121
C 2.338 -0.862 -6.820
C 1.143 -1.427 -6.003
C -0.580 -0.285 -7.528
H -4.048 -2.045 -3.430
H -2.921 -2.978 -2.705
H -4.376 -3.799 -3.407
H -3.708 -3.338 -5.592
H -2.546 -4.327 -4.823
H -1.211 -2.139 -4.494
H -2.486 -1.321 -5.454
H -1.560 -2.793 -7.432
H -0.478 -3.623 -6.284
H 0.413 -2.306 -9.105
H 1.059 -3.321 -7.858
H 2.364 -0.912 -8.986
H 3.092 -2.293 -8.107
H 2.328 0.228 -6.839
H 3.249 -1.174 -6.309
H 0.701 -0.737 -5.284
H 1.252 -2.374 -5.474
H -0.998 0.234 -6.666
H -1.283 -0.507 -8.332
H 0.248 0.356 -7.828
As -0.525 -0.489 -1.761
F -0.491 1.133 -1.004
F -1.631 -0.064 -3.103
F -0.255 -2.219 -2.330
F 0.568 -1.011 -0.364
F -2.023 -0.984 -0.894
F 0.939 -0.076 -2.908